No. 1
# C11H21F3IO4OsP2

C11H21F3IO4OsP2 as an isolated structure in a non-equilibrium geometry (wB97M-V/def2-TZVPD, OMol25).

XYZ file:
```
43
Properties=species:S:1:pos:R:3:nbo_charge:R:1
C 0.00021 0.08317 -5.10899 -0.847
C 0.00705 0.79242 -3.87828 0.994
H 0.00494 0.80210 -5.98293 0.393
H -0.91045 -0.57395 -5.11401 0.359
H 0.90039 -0.58828 -5.11596 0.360
O 0.01380 1.60332 -3.04199 -0.285
I -0.01606 -2.16163 -1.82928 0.197
Os -0.00165 -0.14774 -0.19709 0.534
P 2.33173 -0.15015 0.02814 1.163
C 2.84704 1.07803 1.27050 -0.950
C 2.91645 -1.67499 0.79089 -0.961
H 3.97347 -1.80828 0.54967 0.303
H 4.41782 0.25106 -1.08029 0.305
H 2.33687 -2.51994 0.41656 0.267
H 3.23002 -0.43457 -2.21254 0.258
H 2.32558 0.89234 2.21603 0.278
H 2.80662 -1.60484 1.87917 0.290
C 3.36156 0.27203 -1.38839 -0.971
H 3.92452 0.96900 1.43067 0.295
H 3.12102 1.28532 -1.73230 0.267
H 2.62539 2.09040 0.91905 0.265
P -2.33964 -0.10403 0.02606 1.166
C -2.82659 1.13659 1.26628 -0.951
C -3.36101 0.33080 -1.38904 -0.972
H -2.38056 -2.47106 0.43178 0.267
H -4.00421 -1.73134 0.56122 0.303
H -2.83456 -1.53788 1.88786 0.290
C -2.94519 -1.61375 0.80015 -0.962
H -3.24294 -0.37954 -2.21115 0.259
H -4.41666 0.32890 -1.08049 0.305
H -3.90602 1.05102 1.42590 0.295
H -2.58318 2.14362 0.91457 0.265
H -3.10429 1.33828 -1.73649 0.267
H -2.30954 0.93966 2.21168 0.278
C 0.01649 1.71512 -0.40306 0.431
O 0.02694 2.88002 -0.27725 -0.312
F -0.00051 -0.96848 5.18061 -0.265
C -0.00384 -0.13388 4.10822 0.895
F -1.09831 0.67252 4.25827 -0.306
F 1.08305 0.68242 4.25895 -0.306
C 0.00373 -0.82098 2.67578 0.677
O 0.01522 -2.03141 2.50040 -0.471
O -0.00469 0.11859 1.77111 -0.666
```

Summary:
Energy relative to the best compared isomer or geometry (same formula, charge and spin) ... 0.0 kJ/mol
E_LUMO (alpha / beta) ... -11.83 / -14.55 eV
E_HOMO (alpha / beta) ... -18.90 / -20.31 eV
Total charge ... +3
Multiplicity ... 5

No. 2
# C14H14BF9N6OTi

C14H14BF9N6OTi as an isolated structure in a non-equilibrium geometry (wB97M-V/def2-TZVPD, OMol25).

XYZ file:
```
46
Properties=species:S:1:pos:R:3:nbo_charge:R:1
C -2.67760 -1.25394 0.59990 0.062
N -2.02599 -0.60117 -0.40326 -0.478
N -2.86086 0.39709 -0.97229 -0.318
C -4.07568 0.22582 -0.40731 0.115
C -3.99531 -0.80016 0.57561 -0.287
B -2.30072 1.42971 -2.08786 0.497
N -1.22297 2.39055 -1.45272 -0.319
N -0.11424 1.77832 -0.85767 -0.478
C 0.64308 2.76613 -0.29095 0.053
C 0.00338 3.98672 -0.47742 -0.305
C -1.14518 3.71165 -1.22836 0.082
Ti -0.41243 -0.18828 -1.05428 1.710
N -1.51122 0.56999 -3.14195 -0.323
N -0.51414 -0.42790 -2.79865 -0.501
C -0.01046 -0.91389 -3.98069 0.075
C -0.71372 -0.34911 -5.03214 -0.293
C -1.64474 0.55443 -4.48393 0.130
H 0.81791 -1.60668 -3.92658 0.264
H -2.41060 1.14823 -4.96068 0.272
H -0.58288 -0.57409 -6.06531 0.280
H -3.16013 2.09441 -2.61117 0.043
H -1.91826 4.38251 -1.58774 0.260
H -4.90761 0.83052 -0.75374 0.268
H 0.30162 4.94252 -0.07959 0.275
H -4.77088 -1.21119 1.20625 0.281
H 1.56454 2.53561 0.22544 0.251
H -2.07971 -1.94508 1.17464 0.264
H 2.93474 0.24230 -2.64900 0.132
C 3.74127 -0.16633 -1.97363 -0.394
H 3.38337 0.35158 -1.03722 0.139
H 1.84775 1.02235 3.24301 0.525
H 3.23122 -1.14891 -1.76203 0.134
F 3.87389 -1.32767 3.42226 -0.282
C 2.60458 -1.39293 3.87789 0.967
F 2.36854 -2.67429 4.27020 -0.288
F 2.53420 -0.56784 4.96707 -0.300
C 1.56413 -0.91408 2.85287 -0.021
O 1.82341 0.43587 2.45203 -0.664
C 1.71534 -1.70900 1.55802 1.008
F 1.50337 -3.03630 1.64105 -0.256
F 0.76730 -1.22024 0.57661 -0.385
F 2.92589 -1.51386 0.99976 -0.262
C 0.17307 -1.19549 3.50867 0.963
F 0.22986 -1.55462 4.81460 -0.272
F -0.58143 -0.06729 3.42653 -0.306
F -0.50132 -2.19402 2.86417 -0.319
```

Summary:
Energy relative to the best compared isomer or geometry (same formula, charge and spin) ... 84.2 kJ/mol
E_LUMO (alpha / beta) ... -7.75 / -7.52 eV
E_HOMO (alpha / beta) ... -15.61 / -16.25 eV
Total charge ... +2
Multiplicity ... 3

No. 3
# C20H30N4O9STi

C20H30N4O9STi as an isolated structure in a non-equilibrium geometry (wB97M-V/def2-TZVPD, OMol25).

XYZ file:
```
65
Properties=species:S:1:pos:R:3:nbo_charge:R:1
Ti 0.01031 -0.41465 0.28115 1.951
C 2.06789 -2.37777 -0.60659 -0.107
C 2.88445 -1.14066 -0.42898 -0.074
O 1.93290 -0.00015 -0.76358 -0.611
C 2.71002 1.28433 -0.78926 -0.082
C 2.09666 2.43678 -1.63462 -0.109
O 0.88956 2.88149 -0.98802 -0.593
C 0.51322 4.26636 -1.21494 -0.086
C -0.58665 4.41213 -0.21595 -0.092
O -1.70214 3.49221 -0.45612 -0.545
C -2.29196 3.18054 0.79454 -0.103
C -1.24541 2.34888 1.58866 -0.103
O -1.40369 0.91347 1.37464 -0.606
C -2.34470 0.29550 2.35336 -0.083
C -2.32955 -1.16019 1.98992 -0.099
O -1.05846 -1.50934 1.58129 -0.583
C -0.73744 -2.95862 1.74190 -0.090
C 0.67317 -3.04364 1.30627 -0.080
O 0.73901 -2.32067 -0.04977 -0.579
H 2.55352 -3.21918 -0.08065 0.249
H 1.93910 -2.69273 -1.58707 0.262
H 3.80104 -1.15574 -1.04834 0.253
H 3.18283 -0.96808 0.54534 0.212
H 3.70379 1.08060 -1.22667 0.234
H 2.81721 1.62269 0.26044 0.218
H 1.81454 2.16447 -2.68521 0.201
H 2.89686 3.20939 -1.59561 0.236
H 0.19641 4.38235 -2.27024 0.206
H 1.35512 4.93536 -1.10797 0.220
H -0.89132 5.39996 -0.21129 0.216
H -0.20258 4.25161 0.78658 0.180
H -3.23792 2.58971 0.53420 0.223
H -2.49017 4.07840 1.35162 0.215
H -1.33637 2.58035 2.69624 0.231
H -0.26148 2.43232 1.16772 0.221
H -3.36575 0.66515 2.28519 0.242
H -1.91337 0.42808 3.36440 0.226
H -3.06772 -1.46045 1.24110 0.210
H -2.58796 -1.73665 2.91598 0.247
H -1.39818 -3.52530 1.06634 0.270
H -0.75753 -3.22963 2.76368 0.248
H 0.90911 -4.10153 1.17980 0.298
H 1.37869 -2.42756 1.86118 0.222
N 1.65740 3.42332 4.80948 -0.242
C 1.52312 2.36687 4.41904 0.388
N 1.23377 1.20453 3.80215 -0.514
C 1.24756 0.68285 2.71941 0.722
N 1.28161 0.04562 1.68841 -0.871
N -0.67417 0.87129 -1.32571 -0.845
C -0.93592 -0.38659 -1.90922 0.081
C -1.90380 -1.20611 -1.21155 -0.352
C -1.89583 -2.60416 -1.50434 -0.122
C -0.93568 -3.13273 -2.36095 -0.232
C -0.13242 -2.27201 -3.09254 -0.139
C -0.13403 -0.89116 -2.92753 -0.178
S -0.27704 -4.84307 -2.38782 2.436
O -0.24542 -4.99730 -0.90811 -1.043
O 1.04104 -4.62644 -2.92950 -0.985
O -1.16652 -5.66816 -3.10714 -0.909
H 0.07207 1.48654 -1.77670 0.464
H -1.39679 1.54698 -1.22393 0.449
H -2.63097 -0.77084 -0.55630 0.249
H -2.71516 -3.17104 -1.00081 0.261
H 0.63094 -2.59301 -3.79565 0.283
H 0.50119 -0.35498 -3.49136 0.234
```

Summary:
Energy relative to the best compared isomer or geometry (same formula, charge and spin) ... 110.2 kJ/mol
E_LUMO (alpha / beta) ... -8.91 / -8.91 eV
E_HOMO (alpha / beta) ... -13.97 / -13.97 eV
Total charge ... +2
Multiplicity ... 1

No. 4
# C20H40F6O10

A 5-piece molecular cluster, C20H40F6O10 overall in a non-equilibrium geometry (wB97M-V/def2-TZVPD, OMol25).

XYZ file:
```
76
Properties=species:S:1:pos:R:3:mulliken_charge:R:1
C -4.41038 -0.27266 -4.23520 -0.587
O -4.41708 1.15390 -4.21878 -0.429
C -3.24463 1.64829 -3.57914 0.086
C -3.02503 3.15869 -3.69357 -0.187
O -4.06651 4.04839 -3.21332 -0.447
C -4.43460 3.90805 -1.87991 -0.561
H -3.45412 -0.77026 -4.39661 0.153
H -5.13154 -0.63236 -4.96913 0.274
H -4.71417 -0.53591 -3.22203 0.281
H -2.33934 1.15739 -3.93632 0.083
H -3.27646 1.35853 -2.52885 0.236
H -2.84820 3.39727 -4.74234 0.397
H -2.07520 3.30725 -3.17992 -0.028
H -3.62310 4.01771 -1.16050 0.149
H -4.89914 2.94089 -1.68779 0.251
H -5.21197 4.57993 -1.51608 0.325
C 3.04129 -3.93150 -2.12340 -0.512
O 3.92336 -3.49448 -1.13763 -0.321
C 3.37847 -3.29338 0.15147 -0.314
C 4.31927 -2.55183 1.08235 -0.586
O 4.39242 -1.16913 0.75948 -0.255
C 5.12058 -0.40416 1.73145 -0.837
H 2.61854 -4.90139 -1.86131 0.343
H 3.59959 -4.06503 -3.04998 0.264
H 2.15491 -3.32016 -2.29281 0.076
H 3.08120 -4.23017 0.62280 0.328
H 2.54263 -2.59485 0.11246 0.165
H 5.31976 -2.97327 1.17986 0.402
H 3.90804 -2.59392 2.09092 0.373
H 6.19896 -0.54350 1.80747 0.279
H 4.60435 -0.56007 2.67871 0.347
H 4.93340 0.64585 1.50660 0.257
C 1.24060 -2.22300 8.14837 -0.717
O 1.02382 -1.03977 7.43693 -0.335
C -0.02658 -1.17486 6.48891 -0.627
C -0.60809 0.13243 6.01918 -0.237
O -1.74439 0.00825 5.18863 -0.358
C -2.36021 1.22897 4.66971 -0.634
H 2.00593 -2.19037 8.92381 0.274
H 1.44091 -3.02375 7.43649 0.294
H 0.36350 -2.44132 8.75757 0.300
H -0.85524 -1.78762 6.84381 0.348
H 0.26250 -1.81500 5.65539 0.337
H 0.21370 0.66549 5.54106 0.207
H -0.98165 0.74593 6.83904 0.365
H -1.86542 1.72940 3.83733 0.185
H -2.39787 2.01686 5.42199 0.324
H -3.37084 0.98589 4.34165 0.279
C 0.79594 0.95914 -5.87341 -1.102
C 1.21908 0.02307 -4.76899 -0.318
O 0.17959 -0.92542 -4.46439 -0.334
C 0.00296 -1.19012 -3.10546 0.089
O 0.58479 -0.57556 -2.16320 -0.725
C -1.01693 -2.29860 -2.89756 0.808
F -1.46743 -2.82499 -4.05352 -0.311
F -0.43616 -3.23493 -2.14143 -0.259
F -2.07700 -1.86426 -2.22473 -0.252
H 1.60096 1.61693 -6.20106 0.402
H 0.00015 1.62640 -5.54239 0.143
H 0.49100 0.29581 -6.68280 0.317
H 1.64652 0.57492 -3.93182 0.253
H 2.05347 -0.58508 -5.11835 0.318
C 0.82840 0.29893 2.23378 -0.995
C -0.16681 0.66698 1.08928 0.072
O 0.40370 1.71700 0.35089 -0.190
C -0.37350 2.42212 -0.44074 0.561
O -1.60608 2.25309 -0.49332 -0.634
C 0.22832 3.56844 -1.27048 0.727
F 0.04300 3.40633 -2.59777 -0.187
F -0.40864 4.68955 -0.94307 -0.259
F 1.56649 3.68121 -1.08408 -0.272
H 1.77821 -0.10702 1.88569 0.159
H 0.30349 -0.47101 2.79925 0.346
H 1.00286 1.16604 2.87080 0.323
H -1.05654 1.03516 1.60009 0.145
H -0.42604 -0.22570 0.52005 0.165
```

Summary:
E_LUMO (alpha / beta) ... 2.22 / 2.22 eV
E_HOMO (alpha / beta) ... -0.46 / -5.25 eV
Total charge ... -1
Multiplicity ... 2

No. 5
# C4H12

A 2-piece molecular cluster, C4H12 overall in a non-equilibrium geometry (wB97M-V/def2-TZVPD, OMol25).

XYZ file:
```
16
Properties=species:S:1:pos:R:3:nbo_charge:R:1
C -0.48431 1.27706 1.58113 -0.623
C -1.14891 2.26088 0.66836 -0.625
H -0.04777 0.30540 1.10012 0.204
H 0.27950 1.60100 2.32749 0.216
H -1.43239 0.99281 2.13108 0.206
H -0.49195 2.66366 -0.12710 0.198
H -1.25290 3.30673 1.09657 0.213
H -2.03899 1.94335 0.18352 0.210
C 1.62976 -1.58748 -1.25723 -0.618
C 0.13650 -2.01058 -0.97564 -0.619
H 2.29743 -2.40877 -1.17700 0.205
H 1.56628 -1.27008 -2.41330 0.211
H 1.91749 -0.83029 -0.46170 0.214
H -0.08926 -3.05052 -1.17067 0.206
H -0.62208 -1.37083 -1.55708 0.201
H -0.21841 -1.82234 0.05144 0.201
```

Summary:
Energy relative to the best compared isomer or geometry (same formula, charge and spin) ... 120.7 kJ/mol
E_LUMO ... 1.11 eV
SMILES ... CC.CC
E_HOMO ... -10.99 eV
Multiplicity ... 1

- Which of these has the highest multiplicity?
  C11H21F3IO4OsP2